(1)
224
Properties=species:S:1:pos:R:3 method="wB97M-V/def2-TZVPD" lumo_energy_ev=-1.350 e_homo_ev=-8.2 fmax_ev_per_a=3.88
C 0.4934 0.0783 -5.9492
O 1.4161 0.3667 -4.8179
C 2.8039 0.2003 -5.1413
C 3.1856 -1.2059 -5.3655
N 2.6058 -2.0850 -4.4037
C 3.2374 -3.3689 -4.3625
C 2.5376 -4.3402 -3.4923
O 3.4520 -5.4288 -3.1887
C 2.9499 -6.7041 -3.4607
H -0.5097 0.5399 -5.6979
H 0.4265 -0.9790 -6.1282
H 0.8478 0.5758 -6.8682
H 3.3247 0.6742 -4.3467
H 2.9728 0.8201 -6.0590
H 4.2735 -1.1210 -5.3158
H 3.0071 -1.6237 -6.3844
H 1.6162 -1.9849 -4.4771
H 4.2787 -3.2636 -4.0378
H 3.1873 -3.8016 -5.4019
H 1.7225 -4.8142 -4.0105
H 2.0439 -3.8691 -2.6170
H 2.9939 -6.8864 -4.6191
H 1.8642 -6.8703 -3.1849
H 3.5524 -7.4754 -2.9488
C -10.3197 -3.9867 -0.1256
O -9.7675 -2.8629 -0.7082
C -8.5455 -2.4787 -0.0814
C -7.8898 -1.2447 -0.6851
N -7.1004 -1.6038 -1.8491
C -6.4753 -0.4575 -2.5103
C -5.1453 -0.0568 -1.9617
O -4.6192 1.1276 -2.6206
C -5.1443 2.3509 -2.2366
H -9.6828 -4.8856 -0.2908
H -11.2544 -4.1083 -0.6698
H -10.5516 -3.8452 0.9140
H -7.8196 -3.3154 -0.2212
H -8.6463 -2.3751 1.0404
H -7.2838 -0.8364 0.1514
H -8.6120 -0.4382 -0.9746
H -7.7436 -2.0776 -2.4682
H -7.0352 0.4325 -2.5163
H -6.3270 -0.6742 -3.6034
H -4.4064 -0.8058 -2.1716
H -5.1104 0.2188 -0.8824
H -6.2334 2.3925 -2.2715
H -4.6422 3.0573 -2.9131
H -4.8493 2.6551 -1.2285
C 5.4515 6.1517 7.1101
O 6.1544 5.2951 6.2255
C 5.1691 4.7968 5.2632
C 5.8711 4.0875 4.0977
N 6.3122 2.7944 4.4665
C 6.4928 1.8281 3.3230
C 5.1047 1.1906 2.9955
O 4.2810 2.2238 2.4961
C 3.4152 1.9265 1.4508
H 4.6995 5.5526 7.5710
H 5.0813 7.1507 6.8196
H 6.2116 6.3352 7.8926
H 4.5894 5.6293 4.8559
H 4.4720 4.0569 5.7001
H 6.7279 4.6141 3.7148
H 5.0143 4.0770 3.3711
H 7.0417 2.7267 5.1346
H 7.0997 0.9557 3.6586
H 6.9502 2.3224 2.4577
H 4.6008 0.6941 3.8806
H 5.2823 0.3989 2.2336
H 3.2703 2.8700 0.9112
H 2.3722 1.6907 1.7790
H 3.8085 1.1313 0.7836
C -5.4776 -2.7830 2.9893
O -5.6309 -3.1227 1.6876
C -4.6129 -2.5878 0.8288
C -3.5828 -3.5936 0.4824
N -2.9518 -4.3789 1.4935
C -3.2098 -5.7934 1.7229
C -2.1304 -6.4720 2.5355
O -1.0279 -6.4652 1.7644
C 0.0483 -6.8947 2.6275
H -5.2612 -1.7156 3.0474
H -4.6939 -3.3536 3.5281
H -6.3850 -2.9352 3.5667
H -4.1632 -1.7984 1.3626
H -5.0887 -2.2217 -0.1097
H -2.7878 -3.0411 -0.0305
H -4.0169 -4.2836 -0.2797
H -1.9851 -4.2217 1.5913
H -3.4264 -6.3167 0.7688
H -4.1630 -5.9090 2.2815
H -2.4347 -7.4772 2.7773
H -2.0265 -5.9327 3.5053
H -0.0703 -7.8374 3.1931
H 0.2006 -6.1801 3.4507
H 0.9749 -6.8919 2.0186
C 7.4335 -6.7047 -0.0937
O 6.2589 -6.1007 0.5411
C 5.1849 -5.8571 -0.3945
C 4.3636 -4.7326 0.1151
N 4.9348 -3.3778 0.1755
C 5.0329 -2.7320 -1.1686
C 5.4604 -1.3293 -1.0468
O 5.6020 -0.8896 -2.4308
C 5.8383 0.5034 -2.4550
H 7.1662 -7.6181 -0.7112
H 8.0970 -7.0900 0.6926
H 7.9582 -6.0022 -0.7452
H 4.5335 -6.7144 -0.5380
H 5.6336 -5.6437 -1.3792
H 4.0235 -4.9701 1.1108
H 3.4733 -4.6938 -0.5667
H 5.8550 -3.3759 0.5397
H 4.0175 -2.7772 -1.5467
H 5.6792 -3.3018 -1.7980
H 6.4168 -1.2615 -0.5190
H 4.8231 -0.7190 -0.4403
H 6.0924 0.7546 -3.5168
H 6.7535 0.7732 -1.8896
H 5.0142 1.1736 -2.0905
C 1.7317 7.2240 2.4560
O 1.2385 6.3725 3.5100
C 1.6359 5.0258 3.4181
C 1.0524 4.1580 4.6205
N -0.3829 4.0348 4.8220
C -0.9742 3.5031 3.5631
C -2.4148 3.2904 3.8961
O -3.2105 3.1220 2.7297
C -4.4638 2.5604 3.1080
H 2.8113 7.4475 2.5448
H 1.1775 8.1213 2.6180
H 1.5779 6.8224 1.4995
H 2.7043 4.9472 3.3635
H 1.3357 4.6328 2.4517
H 1.5905 4.5073 5.5023
H 1.5452 3.1826 4.3623
H -0.7906 4.8929 5.0501
H -0.3905 2.6442 3.2761
H -1.0006 4.2108 2.6683
H -2.7239 4.1794 4.5621
H -2.5422 2.3976 4.5855
H -4.9557 3.3072 3.8056
H -4.2396 1.5755 3.4979
H -4.9718 2.5434 2.1287
C 3.8439 5.0915 -1.4344
O 2.6315 4.6903 -2.0302
C 2.6154 3.6897 -3.1156
C 1.1864 3.3978 -3.4276
N 0.5589 4.5466 -4.0960
C -0.7263 4.1297 -4.7314
C -1.5354 5.3188 -5.2045
O -1.9898 6.0954 -4.1755
C -2.9575 7.0758 -4.3628
H 4.3010 5.9941 -1.8894
H 4.5373 4.2509 -1.4932
H 3.7112 5.2394 -0.3395
H 3.1427 2.7820 -2.7577
H 3.0863 4.1474 -4.0110
H 0.6027 3.0835 -2.5531
H 1.1788 2.6071 -4.1768
H 0.3197 5.3137 -3.4306
H -1.3173 3.5197 -4.1185
H -0.4293 3.4763 -5.5317
H -2.3948 4.9647 -5.7745
H -0.9140 5.8835 -5.8868
H -3.3430 7.3904 -3.3566
H -3.9080 6.7243 -4.9050
H -2.6919 7.9528 -4.9968
C -3.4713 5.6558 0.6650
C -2.5699 6.2947 1.3844
C -2.9523 6.9503 2.7226
O -2.0669 7.4452 3.3939
C -4.3477 6.9408 3.1387
C -5.2184 6.3968 2.3174
C -4.8577 5.7145 0.9855
O -5.8020 5.2924 0.3142
O -6.4911 6.3464 2.5685
O -1.2971 6.2580 1.1050
H -3.1328 5.0012 -0.1090
H -4.6022 7.4657 4.0561
H -6.9131 5.6601 1.9914
H -0.7609 6.7157 1.7460
C 1.1479 1.4280 -0.8081
C 1.2282 0.2903 -1.5400
C 0.0715 -0.6152 -1.7998
O 0.2274 -1.4052 -2.6890
C -1.1998 -0.3314 -1.0725
C -1.2075 0.6403 -0.1431
C -0.0971 1.7421 -0.1682
O -0.3858 2.6975 0.5512
O -2.2001 0.8580 0.6906
O 2.2753 0.0071 -2.2788
H 1.9999 2.1377 -0.8725
H -1.9856 -1.0432 -1.2593
H -2.1347 1.7824 1.0737
H 2.3410 -0.8464 -2.7267
C -1.0805 -5.0131 -1.9090
C -0.5575 -6.0725 -1.2756
C -1.3060 -7.3162 -1.0445
O -0.6660 -8.2192 -0.5633
C -2.6736 -7.4265 -1.5032
C -3.1560 -6.3810 -2.2033
C -2.4227 -5.1416 -2.3110
O -2.9900 -4.1662 -2.7249
O -4.3231 -6.2766 -2.7813
O 0.6878 -6.2203 -0.9303
H -0.5726 -4.1279 -2.2105
H -3.2085 -8.3459 -1.2480
H -4.4161 -5.3718 -3.0906
H 0.6422 -7.1140 -0.5102
C 1.9863 -1.7665 3.5366
C 2.4270 -2.1207 2.2499
C 1.5198 -2.3449 1.0000
O 2.1230 -2.4629 -0.0594
C 0.1312 -2.4526 1.2634
C -0.2784 -2.0600 2.4888
C 0.6115 -1.8785 3.6624
O 0.0050 -1.7252 4.7547
O -1.5531 -1.9863 2.7334
O 3.7039 -2.1850 2.0160
H 2.6580 -1.4825 4.3419
H -0.5065 -2.5447 0.3495
H -1.7209 -1.8487 3.6947
H 4.1952 -2.7179 1.1193

---

(2)
234
Properties=species:S:1:pos:R:3 method="wB97M-V/def2-TZVPD" lumo_energy_ev=-6.465 e_homo_ev=-15.3 total_charge=+4 fmax_ev_per_a=3.72
C -8.4625 -5.8875 0.5870
C -8.1947 -4.3348 0.8523
C -6.6978 -3.9621 0.7649
N -6.2631 -2.6543 1.2913
C -6.8817 -1.5470 0.4358
C -6.3576 -0.1465 0.6950
C -4.8375 -0.0942 0.4164
C -4.2130 -1.1711 1.2971
C -4.7672 -2.5338 1.2838
C -6.6518 -2.5326 2.7266
H -9.5112 -6.1352 0.6983
H -7.9261 -6.4409 1.3640
H -8.1739 -6.1488 -0.4301
H -8.5591 -4.1858 1.8842
H -8.7459 -3.6196 0.2517
H -6.2012 -4.0819 -0.1753
H -6.2858 -4.6940 1.4710
H -6.7032 -1.7732 -0.6210
H -7.9235 -1.6115 0.6808
H -6.8219 0.4947 -0.0527
H -6.4747 0.1646 1.7277
H -4.6096 -0.2891 -0.6152
H -4.5287 0.9410 0.6349
H -3.1616 -1.2743 1.0386
H -4.2305 -0.7537 2.3321
H -4.4654 -3.1241 0.4038
H -4.4405 -3.0410 2.1727
H -6.2954 -3.4037 3.2627
H -7.7097 -2.4394 2.9134
H -6.1235 -1.6361 3.0442
C -5.1779 2.2855 3.8310
C -4.8064 3.6569 3.1955
C -3.3048 3.8945 3.2333
N -2.7821 5.1170 2.5120
C -1.2996 5.0113 2.5163
C -0.5463 6.0656 1.7432
C -1.0469 6.1828 0.2999
C -2.6032 6.2391 0.2795
C -3.2706 5.1328 1.1116
C -3.1860 6.2867 3.2859
H -5.0561 2.3028 4.9042
H -4.6892 1.5208 3.2518
H -6.2073 1.9662 3.6531
H -5.3411 4.4111 3.7282
H -5.1011 3.5918 2.1791
H -2.7436 3.0580 2.7365
H -2.9936 4.0727 4.2565
H -1.1190 4.0724 1.9970
H -0.9473 4.9738 3.5321
H 0.5011 5.7204 1.7683
H -0.6280 7.0535 2.1704
H -0.8204 5.2420 -0.1974
H -0.6485 7.0118 -0.2873
H -2.9586 6.1351 -0.7334
H -2.9931 7.2469 0.4900
H -3.0181 4.1533 0.6613
H -4.3552 5.2900 1.1137
H -2.7507 6.1680 4.2833
H -4.2766 6.3165 3.3869
H -2.7320 7.1564 2.8049
C -1.3003 -3.5502 0.1420
C -0.7224 -4.9491 0.0994
C 0.7849 -4.8756 0.1758
N 1.5896 -6.2168 0.3147
C 1.1785 -7.1613 -0.8428
C 2.0722 -8.3639 -0.9225
C 3.5142 -7.9248 -1.0907
C 3.9666 -7.1011 0.0673
C 3.0483 -5.9234 0.2245
C 1.2726 -6.7591 1.6490
H -0.9477 -3.0539 1.0235
H -2.3541 -3.6883 0.0844
H -1.1295 -3.0466 -0.8012
H -1.2279 -5.4736 -0.7177
H -0.9948 -5.3952 1.0835
H 1.0093 -4.4363 1.1549
H 1.2886 -4.3420 -0.6267
H 1.3620 -6.6367 -1.7850
H 0.0888 -7.2470 -0.7266
H 1.7156 -9.0244 -1.7204
H 2.0549 -8.8560 0.0697
H 3.7556 -7.3416 -2.0182
H 4.0436 -8.8533 -1.0874
H 5.0163 -6.7817 0.0205
H 3.8857 -7.7035 0.9912
H 3.2232 -5.2400 -0.6057
H 3.2400 -5.3653 1.1372
H 0.1994 -6.8362 1.7945
H 1.5810 -6.0008 2.3876
H 1.7913 -7.7126 1.7962
C 3.3021 -0.5592 -2.8271
C 3.8113 -1.9374 -3.2086
C 5.3048 -2.0574 -2.8936
N 6.0659 -3.2615 -3.3316
C 7.5386 -3.0208 -3.1016
C 8.2331 -1.9960 -4.0037
C 7.9946 -2.1892 -5.5176
C 6.5314 -2.5625 -5.7055
C 5.8624 -3.5734 -4.8090
C 5.6538 -4.4843 -2.5160
H 3.5471 0.2149 -3.5486
H 3.5694 -0.2773 -1.7953
H 2.2113 -0.6612 -2.7835
H 3.5557 -2.1676 -4.2347
H 3.2411 -2.6691 -2.6415
H 5.4191 -2.0629 -1.8214
H 5.7856 -1.1540 -3.3035
H 7.6689 -2.8573 -2.0251
H 7.9389 -3.9811 -3.2569
H 7.7552 -1.0087 -3.8211
H 9.2878 -1.9814 -3.6810
H 8.1579 -1.2221 -5.9632
H 8.6006 -2.9354 -6.0070
H 5.8800 -1.6622 -5.7456
H 6.5299 -2.9497 -6.7302
H 4.7724 -3.7030 -4.9028
H 6.3035 -4.5680 -4.8946
H 4.7510 -4.9058 -2.9838
H 5.4967 -4.2156 -1.4692
H 6.4039 -5.2304 -2.6630
C 0.0394 3.5021 -4.1341
C -1.4441 3.7478 -4.0261
C -2.2116 2.7060 -4.8722
N -3.6170 3.0131 -5.0622
C -4.2589 3.4592 -3.7702
C -4.2016 2.3600 -2.7457
C -4.9770 1.1102 -3.2400
C -4.4188 0.6762 -4.5503
C -4.3481 1.7982 -5.5770
C -3.7951 4.1041 -6.0507
H 0.5712 4.0218 -3.3355
H 0.4509 3.8089 -5.1047
H 0.1469 2.4093 -4.0565
H -1.5825 4.7873 -4.3580
H -1.7548 3.5093 -3.0531
H -2.1545 1.7999 -4.3080
H -1.7363 2.5987 -5.8408
H -3.7132 4.3549 -3.4766
H -5.2901 3.7628 -3.9449
H -3.1705 1.9827 -2.6661
H -4.6100 2.7523 -1.8200
H -4.9331 0.3137 -2.5038
H -6.0267 1.3935 -3.3833
H -3.4629 0.1450 -4.4020
H -5.1501 -0.0236 -4.9631
H -3.8398 1.5034 -6.4906
H -5.3483 2.1590 -5.8408
H -3.2605 5.0353 -5.8154
H -4.8525 4.3988 -6.1857
H -3.3963 3.7380 -7.0298
C 2.8442 3.5218 3.6243
C 2.3236 2.1101 3.9471
C 1.2757 2.1670 5.0647
N 0.7223 0.8603 5.6245
C 1.8194 0.0826 6.3291
C 1.2586 -1.1264 7.0728
C 0.2576 -0.7471 8.1589
C -0.8783 0.0647 7.5968
C -0.2957 1.1729 6.6628
C 0.0994 0.1370 4.5051
H 2.0573 4.1861 3.2762
H 3.6512 3.3684 2.9072
H 3.2698 4.0512 4.4915
H 3.2083 1.4923 4.2180
H 1.8328 1.6518 3.0946
H 0.3468 2.6240 4.6769
H 1.5825 2.6743 5.9565
H 2.2030 0.8179 7.0404
H 2.5074 -0.1914 5.5576
H 2.0701 -1.6774 7.6007
H 0.9239 -1.8470 6.3466
H 0.8256 -0.1625 8.9071
H -0.0773 -1.6380 8.6589
H -1.4594 0.5926 8.3541
H -1.5971 -0.5267 7.0258
H 0.2208 1.8773 7.3318
H -1.0870 1.6475 6.0917
H -0.6521 -0.5049 4.9611
H 0.9143 -0.3650 4.0199
H -0.3280 0.8771 3.8017
C 7.6143 1.2207 -1.2471
C 6.6762 2.2184 -0.5033
C 5.4998 2.6565 -1.3134
N 4.4226 3.5045 -0.6836
C 4.9953 4.7615 -0.0897
C 3.9916 5.7655 0.4002
C 3.0396 6.1533 -0.6952
C 2.3844 4.9131 -1.2699
C 3.3785 3.8317 -1.7216
C 3.8284 2.5977 0.3770
H 7.9622 1.6468 -2.2048
H 7.0713 0.2547 -1.4168
H 8.4930 0.8942 -0.6520
H 7.2894 3.1139 -0.2856
H 6.4335 1.7237 0.4328
H 4.9470 1.7960 -1.6496
H 5.8503 3.2634 -2.1469
H 5.6440 5.1610 -0.8730
H 5.6372 4.4554 0.7172
H 4.5349 6.6316 0.8148
H 3.4783 5.3212 1.2840
H 3.4962 6.6912 -1.5317
H 2.3248 6.8346 -0.2875
H 1.7821 5.1547 -2.1629
H 1.7340 4.4990 -0.5086
H 3.9494 4.1067 -2.6126
H 2.8191 2.9407 -1.9790
H 2.8704 3.0317 0.6537
H 4.5140 2.4160 1.1929
H 3.6534 1.7080 -0.1880
C -3.3299 -2.9994 -3.3257
F -2.5898 -2.0582 -2.6552
F -3.1884 -2.8410 -4.6284
F -2.8936 -4.1990 -2.9296
S -5.1383 -2.7858 -2.7534
O -5.6965 -1.7441 -3.5713
O -5.8266 -3.9943 -2.7612
O -4.9183 -2.3318 -1.3707
C 3.4220 -0.9983 1.5789
F 4.5049 -0.5855 2.2628
F 2.6112 0.0857 1.3790
F 3.9441 -1.3650 0.3974
S 2.5401 -2.2970 2.5034
O 1.2641 -2.2621 1.8314
O 3.2983 -3.5220 2.3650
O 2.4548 -1.7923 3.8918
C -0.6659 0.5445 -0.7146
F -0.1153 0.8665 -1.9176
F -1.9312 0.1020 -0.9640
F 0.0723 -0.4246 -0.1515
S -0.6796 2.0877 0.4045
O -1.1193 1.6719 1.7212
O 0.7120 2.5277 0.3708
O -1.6001 3.0089 -0.2384